## A
27
Properties=species:S:1:pos:R:3 method="wB97M-V/def2-TZVPD" gap_ev=8.9 homo_energy_ha=-0.42483 total_charge=+1
C -2.81 -0.11 -0.32
C -3.33 1.12 -0.07
C -1.54 -0.19 0.28
C -1.24 0.97 0.72
C -2.38 1.99 0.66
C -0.80 -2.39 -0.21
C 2.32 0.44 0.04
C 1.64 0.91 -1.22
N -0.56 -1.19 0.24
N 0.30 -3.24 -0.22
N 3.52 1.02 0.33
N 1.84 -0.48 0.82
H -3.25 -0.86 -0.97
H -4.21 1.46 -0.49
H -2.13 2.82 -0.05
H -2.57 2.35 1.69
H -1.73 -2.83 -0.40
H -0.30 1.41 1.01
H 0.56 0.90 -1.10
H 2.08 0.28 -1.98
H 2.14 1.91 -1.43
H 1.19 -2.77 0.00
H 0.30 -4.26 -0.28
H 3.85 1.82 -0.11
H 4.04 0.54 1.12
H 0.53 -0.83 0.54
H 2.54 -0.79 1.41

## B
27
Properties=species:S:1:pos:R:3 method="wB97M-V/def2-TZVPD" gap_ev=8.9 homo_energy_ha=-0.44051 total_charge=+1
C -1.03 -2.08 0.47
C -0.38 -2.71 1.64
C 1.61 -1.64 0.75
C 0.22 3.15 -1.28
C -1.30 3.00 -1.68
C -0.48 -1.10 -0.18
C -0.76 2.61 -0.43
C -1.10 2.04 0.72
N 1.04 -2.75 1.24
N 0.83 -0.77 0.08
N 2.96 -1.55 0.68
N -0.96 -0.42 -1.26
H -2.12 -2.12 0.48
H -0.70 -2.17 2.61
H 0.93 2.56 -1.83
H 0.32 4.20 -1.15
H -1.74 3.96 -1.73
H -1.44 2.55 -2.64
H -0.72 -3.69 1.89
H -2.14 1.92 0.83
H -0.43 1.96 1.55
H 1.76 -3.45 1.61
H 1.24 0.04 -0.46
H 3.59 -2.33 1.23
H 3.31 -0.89 -0.01
H -1.69 -0.89 -1.78
H -0.81 0.57 -1.33

Quick one: most stable of them? A